{"formula": "C33H41F6N3P2SSiTi", "method": "ωB97M-V with the def2-TZVPD basis set", "relative_energy_kcal_mol": 0.0, "homo_lumo_gap_ev": [7.070, 7.070], "total_charge": 2, "homo_energy_ev": [-14.2, -14.2], "e_tot_ev": -116056.3632, "max_force_ha_per_bohr": 0.0038, "elements": ["Ti", "C", "P", "C", "N", "C", "C", "C", "C", "C", "C", "N", "C", "P", "C", "C", "C", "C", "C", "C", "C", "C", "C", "H", "H", "H", "H", "H", "H", "H", "H", "H", "H", "H", "H", "H", "H", "H", "H", "H", "H", "H", "H", "H", "H", "H", "H", "H", "H", "H", "H", "F", "C", "C", "F", "C", "F", "C", "S", "C", "F", "C", "F", "C", "Si", "C", "C", "N", "C", "C", "C", "C", "C", "C", "F", "H", "H", "H", "H", "H", "H", "H", "H", "H", "H", "H", "H", "H"], "positions_angstrom": [[-1.038299, -0.641456, 0.459445], [2.063112, -2.665682, -0.084655], [1.659918, -0.888909, 0.027491], [1.959064, -0.370189, -1.707220], [3.120492, -0.692375, -2.226481], [3.361998, -0.354979, -3.509341], [4.607689, -0.671446, -4.100410], [4.832747, -0.330357, -5.399759], [3.836585, 0.328369, -6.168417], [2.624118, 0.637663, -5.630516], [2.361242, 0.301469, -4.281611], [1.161515, 0.586613, -3.737341], [0.966008, 0.276582, -2.475781], [-0.692351, 0.631037, -1.804778], [-1.764642, 0.021001, -3.137187], [-0.886353, 2.476916, -1.778205], [-0.867046, 3.056533, -3.196210], [0.270917, 3.048978, -0.961164], [-2.228755, 2.803593, -1.117184], [3.049027, -0.159318, 1.052039], [4.402993, -0.769715, 0.656526], [3.112223, 1.350778, 0.822920], [2.806486, -0.505611, 2.525850], [3.000902, -2.749791, -0.633073], [1.283496, -3.202413, -0.620720], [2.188416, -3.095707, 0.908957], [5.351925, -1.176732, -3.500197], [5.782489, -0.563185, -5.861957], [4.051089, 0.581775, -7.197768], [1.850207, 1.133918, -6.199990], [-1.356854, 0.388386, -4.078152], [-2.782409, 0.384122, -3.007007], [-1.769417, -1.067922, -3.153958], [0.045592, 2.809064, -3.733839], [-0.928603, 4.143437, -3.109640], [-1.723728, 2.728622, -3.784671], [1.229202, 2.896202, -1.461330], [0.328354, 2.603660, 0.034511], [0.128056, 4.123923, -0.837073], [-3.070815, 2.381737, -1.670178], [-2.359512, 3.887272, -1.106376], [-2.275363, 2.445342, -0.089215], [4.656997, -0.588570, -0.383793], [4.443534, -1.841267, 0.849049], [5.163361, -0.300949, 1.284334], [3.324681, 1.591254, -0.219678], [3.928568, 1.759585, 1.421059], [2.201960, 1.869538, 1.119951], [2.829961, -1.584876, 2.688058], [1.879594, -0.111510, 2.936161], [3.624263, -0.080146, 3.110895], [1.529881, -5.047509, 4.815330], [0.869713, -4.573627, 3.779473], [0.629605, -3.208391, 3.681336], [1.051466, -2.368392, 4.615547], [-0.061544, -2.758137, 2.582122], [-0.295090, -1.400832, 2.460227], [-0.542546, -3.569058, 1.577100], [-1.494967, -2.904737, 0.255236], [-0.289206, -4.928644, 1.698409], [-0.719211, -5.764132, 0.766754], [0.411826, -5.429983, 2.787459], [0.641983, -6.723291, 2.885466], [-2.226401, 0.409640, 4.365699], [-1.905626, 1.403351, 2.832461], [-0.081423, 1.710432, 2.576162], [-2.834672, 3.014941, 2.806398], [-2.313848, 0.355703, 1.387514], [-3.687611, 0.161293, 1.096586], [-4.789174, 0.579106, 1.846885], [-6.074007, 0.356427, 1.369603], [-6.300224, -0.272195, 0.155465], [-5.231065, -0.713970, -0.612156], [-3.992164, -0.488454, -0.083991], [-2.844533, -0.887237, -0.784753], [-1.988303, 1.017974, 5.242503], [-1.609233, -0.487595, 4.415348], [-3.269240, 0.103424, 4.460324], [0.439645, 1.684553, 3.536496], [0.089130, 2.692309, 2.133959], [0.424049, 0.973824, 1.942185], [-2.168590, 3.786640, 3.201851], [-3.711107, 2.991131, 3.455100], [-3.155585, 3.338659, 1.816199], [-4.658930, 1.080002, 2.795050], [-6.917067, 0.685446, 1.961376], [-7.309949, -0.426266, -0.197913], [-5.360578, -1.226660, -1.555149]], "forces_ev_per_angstrom": [[0.033, -0.062, 0.124], [0.071, 0.030, 0.015], [-0.032, -0.067, -0.011], [-0.031, 0.020, -0.011], [-0.014, -0.014, 0.013], [-0.071, 0.015, -0.029], [0.029, 0.007, -0.025], [0.030, -0.023, 0.034], [-0.041, 0.022, -0.014], [0.010, -0.004, -0.027], [0.050, -0.028, 0.047], [-0.006, 0.018, 0.035], [0.057, -0.044, -0.025], [0.053, -0.010, -0.065], [0.021, 0.007, -0.014], [-0.052, 0.032, 0.040], [0.010, 0.004, 0.026], [0.039, -0.004, -0.013], [0.004, -0.021, 0.002], [0.067, -0.049, -0.031], [-0.035, -0.012, 0.009], [-0.034, 0.065, 0.049], [0.022, 0.038, 0.026], [-0.011, -0.007, -0.008], [-0.017, 0.016, -0.002], [-0.013, -0.003, -0.016], [0.004, 0.000, -0.005], [-0.001, -0.002, 0.001], [-0.001, 0.001, 0.000], [0.004, -0.001, -0.005], [-0.005, 0.003, 0.005], [-0.004, -0.002, 0.000], [-0.001, -0.004, 0.019], [-0.004, -0.005, -0.007], [0.001, -0.002, -0.008], [0.005, -0.011, -0.001], [-0.005, 0.011, 0.007], [-0.025, 0.008, -0.031], [0.004, 0.001, 0.002], [-0.007, 0.000, 0.004], [-0.001, 0.000, -0.003], [0.010, 0.008, -0.006], [-0.006, 0.000, 0.003], [0.012, 0.003, 0.003], [0.002, 0.005, -0.003], [0.004, -0.023, -0.024], [-0.006, -0.005, 0.012], [-0.015, -0.010, 0.004], [0.001, -0.011, 0.002], [-0.009, 0.003, -0.051], [-0.001, -0.024, 0.010], [-0.001, -0.008, -0.011], [0.027, 0.031, 0.050], [0.014, 0.010, 0.028], [0.000, -0.005, 0.005], [-0.019, -0.009, -0.025], [-0.026, 0.022, -0.091], [-0.004, 0.003, 0.026], [0.031, 0.138, 0.033], [-0.004, -0.003, 0.005], [0.006, -0.006, -0.003], [-0.013, -0.042, -0.037], [0.002, 0.005, -0.003], [-0.033, 0.002, 0.029], [0.042, -0.067, -0.094], [-0.015, 0.023, 0.067], [-0.005, -0.018, 0.065], [-0.124, 0.071, 0.136], [-0.098, -0.130, -0.039], [0.057, 0.013, -0.008], [0.027, 0.069, 0.123], [-0.125, -0.032, -0.080], [0.073, -0.117, 0.036], [0.082, 0.097, -0.046], [-0.098, 0.085, -0.094], [-0.001, 0.017, -0.009], [0.013, 0.005, -0.008], [0.002, 0.007, -0.011], [0.018, 0.002, -0.026], [0.002, -0.004, 0.006], [0.028, 0.001, -0.033], [-0.001, 0.008, 0.002], [0.002, 0.018, -0.027], [0.011, -0.035, -0.020], [0.011, -0.025, -0.012], [0.013, 0.006, 0.008], [0.003, -0.004, 0.004], [0.012, 0.009, -0.004]]}